No. 1
11
Properties=species:S:1:pos:R:3:forces:R:3 method="wB97M-V/def2-TZVPD" e_above_lowest_kj_mol=348.78 lumo_ev="-1.6 / -1.4"
H 0.295 -0.585 -1.552 0.6 -0.2 -0.3
Si -1.288 0.685 0.302 -0.5 1.4 -0.5
Cl -4.736 -0.426 1.662 0.6 0.4 -0.5
H 0.067 -2.562 -0.117 -0.3 1.8 0.2
Si 0.243 -0.975 -0.148 1.8 -1.7 1.2
H -0.965 1.902 -1.921 -0.3 -1.0 2.3
Cl -3.371 -1.736 -0.967 -0.1 -0.1 -0.4
H 1.569 -0.766 0.800 -1.6 0.0 -1.5
Si -3.522 0.045 0.019 0.1 -0.5 0.9
Cl -4.417 1.530 -0.981 -0.5 0.3 -0.4
H -1.196 1.530 1.587 0.1 -0.4 -0.9

---

No. 2
7
Properties=species:S:1:pos:R:3:forces:R:3 method="wB97M-V/def2-TZVPD" e_above_lowest_kj_mol=426.29 lumo_ev="-0.6 / -0.6"
N -0.404 0.682 0.682 0.5 -1.4 2.2
N -0.071 -0.431 0.183 2.2 -2.0 -1.6
H -0.058 1.415 0.131 1.2 1.5 -0.8
H 0.863 -0.707 -0.292 -1.6 1.8 0.4
F 1.218 -0.588 2.404 -0.1 -1.6 0.0
O 1.200 0.744 2.087 -1.0 2.2 -1.2
H -0.254 -1.249 0.717 -1.2 -0.4 0.9

---

No. 3
104
Properties=species:S:1:pos:R:3:forces:R:3 method="wB97M-V/def2-TZVPD" e_above_lowest_kj_mol=11.85 lumo_ev="0.2 / 0.1"
H -6.794 -0.654 -2.673 0.0 0.0 0.0
C -5.022 -0.489 0.200 0.0 0.1 0.1
H 8.380 4.735 1.764 0.0 0.0 0.0
C 1.937 -1.073 0.851 0.1 -0.1 0.0
N 1.544 -3.397 -6.455 0.0 0.0 0.0
H 5.963 6.723 -1.154 0.0 0.0 0.0
C -5.955 -4.480 -1.689 0.0 0.0 0.0
H 6.895 2.811 1.697 0.0 0.0 0.0
H -6.818 -4.858 -2.221 0.0 0.0 0.0
N 3.757 2.291 -0.756 0.0 0.1 -0.1
H -4.997 -3.757 -3.468 0.0 0.0 0.0
H -4.754 0.433 -3.541 0.0 0.0 0.0
S -1.597 -3.143 2.839 0.0 -0.2 0.1
C -0.627 -4.641 -2.338 0.1 0.0 0.0
H -4.787 2.219 1.979 0.0 0.0 0.0
C 0.028 -1.053 -2.177 0.0 0.0 -0.2
C 3.092 1.147 -0.389 0.1 0.0 0.1
C -1.632 2.213 0.304 -0.1 -0.1 0.0
C 7.519 4.761 1.114 0.0 0.0 0.0
N -2.657 -3.134 0.442 0.0 0.1 -0.1
H 2.360 -3.949 -0.906 0.0 0.0 0.0
H 3.400 -2.809 3.921 0.0 0.0 0.0
C -2.838 -3.428 1.714 0.0 0.0 -0.2
H 1.488 3.420 -0.170 0.0 0.0 0.0
H -3.004 -2.881 -2.272 0.0 0.0 0.0
C 5.298 4.772 -0.553 0.0 0.0 0.0
C 0.594 -0.053 -2.929 0.0 -0.1 0.0
C -0.307 -4.387 -3.658 0.0 0.0 -0.1
C -0.335 4.458 -0.648 0.0 0.0 0.0
H -5.093 -0.751 1.249 0.0 0.0 0.0
H -2.298 5.246 -1.029 0.0 0.0 0.0
C 1.939 -3.820 -2.995 0.0 -0.1 0.0
H -6.952 -1.278 -0.286 0.0 0.0 0.0
C 1.877 -2.778 2.456 0.1 0.0 0.1
C -4.360 1.681 2.819 0.0 0.0 0.0
C 2.994 -2.286 3.066 0.0 0.0 0.0
C -4.827 0.176 -2.492 0.1 0.0 0.0
C 4.619 2.523 0.206 -0.1 -0.1 0.0
C -4.921 -3.862 -2.392 0.0 0.1 0.0
C 3.073 -0.494 1.484 -0.1 0.0 0.0
H 9.880 6.220 0.840 0.0 0.0 0.0
H -0.776 -1.667 -2.568 0.0 0.0 0.0
O -1.319 -0.588 1.045 0.2 0.0 0.0
H -3.462 3.242 -0.194 0.0 0.0 0.0
H 0.752 -4.880 0.748 0.0 0.0 0.0
H -1.624 -4.978 -2.085 0.0 0.0 0.0
C 3.556 0.684 0.821 0.1 0.1 -0.1
C 3.600 -1.097 2.600 0.0 0.0 0.0
C 2.057 0.452 -1.105 0.0 -0.1 0.1
H 4.432 4.762 -1.202 0.0 0.0 0.0
C 1.295 -3.646 -5.359 0.0 0.0 -0.1
C 1.467 -0.636 -0.397 -0.1 0.2 -0.1
C 5.539 3.660 0.260 0.1 0.0 0.0
H 4.471 -0.696 3.103 0.0 0.0 0.0
S -4.379 -4.191 2.047 0.0 0.0 0.0
As -2.466 0.599 0.922 -0.1 -0.2 -0.1
C -5.975 -0.430 -2.001 0.0 -0.1 0.0
C -3.774 0.467 -1.635 -0.1 0.1 0.0
C -1.725 4.410 -0.651 0.0 0.0 0.0
O 8.033 6.975 0.256 0.0 0.0 0.0
Ti -0.525 -2.469 0.566 0.3 0.0 0.3
C -3.274 0.829 2.638 0.1 0.1 0.1
C -2.732 0.123 3.704 -0.1 0.0 0.0
H -1.903 -0.552 3.532 0.0 0.0 0.0
C 1.617 -4.088 -1.682 0.0 0.0 -0.1
C 0.976 -3.958 -4.000 -0.1 0.0 0.2
H 2.050 1.562 -2.922 0.0 0.0 0.0
H 9.651 7.981 0.897 0.0 0.0 0.0
C 6.144 5.857 -0.532 0.0 0.0 0.0
C -6.069 -0.776 -0.659 0.0 0.0 -0.1
H -2.894 -0.300 5.797 0.0 0.0 0.0
N 1.299 -2.178 1.378 -0.4 0.0 -0.2
C 0.404 3.393 -0.155 0.0 0.0 0.0
H -5.762 2.473 4.233 0.0 0.0 0.0
C -4.762 -4.144 0.347 0.0 0.0 0.0
N 0.410 -1.333 -0.918 -0.2 -0.1 0.0
C -2.378 3.285 -0.175 -0.1 0.0 0.0
C 9.179 7.022 1.086 0.0 0.0 0.0
H 1.368 -3.660 2.820 0.0 0.0 0.0
C -4.382 1.107 5.151 0.0 0.0 0.0
H 5.054 1.570 2.047 0.0 0.0 0.0
H -4.816 1.216 6.136 0.0 0.0 0.0
C -3.714 -3.533 -0.356 -0.1 0.0 0.1
C -0.071 -4.580 0.098 -0.1 0.0 0.1
H -6.695 -5.093 0.232 0.0 0.0 0.0
C -5.890 -4.615 -0.312 0.0 0.0 0.0
H -0.933 -5.226 0.258 0.0 0.0 0.0
H -1.051 -4.514 -4.435 0.0 0.0 0.0
C -3.885 0.151 -0.287 0.0 0.1 0.1
H 0.248 0.119 -3.938 0.0 0.0 0.0
C 6.658 3.670 1.080 0.0 0.0 0.0
C -3.807 -3.371 -1.736 0.0 0.0 0.0
C 0.318 -4.484 -1.309 -0.1 0.2 0.1
H 0.311 1.431 0.729 0.1 -0.1 0.0
C -3.298 0.260 4.964 0.0 0.0 0.0
C 1.611 0.740 -2.370 0.0 0.0 -0.1
H 8.910 6.956 2.143 0.0 0.0 0.0
H -2.885 0.966 -2.009 0.0 0.0 0.0
C 7.261 5.861 0.305 0.0 0.0 0.0
H 0.173 5.334 -1.032 0.0 0.0 0.0
C -4.914 1.818 4.082 0.0 0.0 0.0
C -0.247 2.265 0.326 0.0 0.1 0.1
H 2.938 -3.497 -3.258 0.0 0.0 0.0
N 4.545 1.565 1.180 0.1 0.1 0.1

---

No. 4
29
Properties=species:S:1:pos:R:3:forces:R:3 method="wB97M-V/def2-TZVPD" lumo_ev=-8.3 total_charge=+2
H 2.356 -3.810 -2.526 -0.9 -0.4 0.9
C 0.116 4.360 0.508 0.4 -0.4 -0.6
N -0.844 2.043 0.674 -0.3 -1.4 0.1
H -1.108 3.571 2.143 -0.3 -0.4 -1.2
H -0.158 -5.656 0.468 0.3 1.0 -0.6
C 1.591 -3.712 -1.717 -1.2 1.8 1.3
H 0.931 3.617 0.243 -0.7 0.9 0.4
C -0.688 0.164 -0.952 0.3 1.3 2.3
H 1.449 -5.728 -1.355 -0.5 0.2 0.5
C -0.097 -0.179 1.471 -0.5 0.7 -1.7
H 0.511 5.048 1.300 -0.6 -0.7 -0.5
C -0.429 1.228 1.713 0.4 -2.4 -1.3
C 0.166 -2.190 -0.234 1.2 -1.7 -0.9
H -1.356 2.215 -1.453 0.3 -0.2 1.3
H -0.352 1.654 2.738 -0.1 -0.2 -1.1
C -0.341 -3.395 0.436 1.7 0.1 -1.7
H -0.820 -0.145 -2.019 0.1 0.2 1.2
H -2.097 3.839 0.617 1.0 -0.5 0.2
H -1.072 -3.292 1.276 0.8 -0.5 -0.9
C -0.205 -0.738 0.116 -0.9 2.0 0.0
C -1.000 1.566 -0.616 0.8 -2.6 0.0
H 0.272 -0.868 2.275 -0.5 1.1 -0.6
C 0.162 -4.702 -0.018 -0.2 1.5 0.3
H 0.540 5.227 -1.233 -0.5 0.0 0.5
C 1.154 -2.386 -1.324 -0.7 -1.5 0.9
C -1.117 3.476 1.020 1.0 1.6 0.4
O -0.240 5.116 -0.657 0.2 -0.8 0.3
H 1.597 -1.504 -1.846 -0.5 -0.9 0.5
N 1.078 -4.820 -1.047 -0.1 2.2 0.1

---

In a.u., the electronic energy values for the records above are, in order, -2252.0352; -286.1598; -6403.8359; -649.7672.